Record 1
Below is a cluster of 10 separate species, C36H100N8O10 in total, with properties calculated with ωB97M-V/def2-TZVPD.

Geometry (Å):
H1 3.21243 -0.88717 2.26908
H2 -2.06700 5.44141 5.23534
H3 -4.64609 -5.36880 -0.94776
H4 -3.34701 3.65567 4.30913
H5 -1.05283 1.34662 -1.18684
C1 5.33900 -2.60026 -2.52018
H6 -2.24722 -0.51796 -1.87833
O1 5.51925 4.11406 -3.35766
H7 0.90679 -4.87449 -2.24287
H8 -1.79074 4.20598 1.15153
C2 4.09277 3.10974 0.19534
H9 -1.10752 6.49215 4.16118
H10 1.02158 -1.84273 -2.32678
O2 0.21407 2.89245 -0.73392
H11 1.45477 -4.62835 -4.74005
N1 5.47933 -2.99398 -3.94045
H12 1.77162 -5.51436 5.57148
C3 -4.74468 -2.36768 3.58327
H13 0.95467 5.23555 0.58022
N2 4.08191 -4.69186 4.38341
H14 -6.37986 -4.15170 4.47989
C4 -1.44832 5.47270 4.33262
C5 -2.17701 4.87600 3.14519
H15 -1.93661 -2.13814 -1.25775
H16 0.70795 -4.41846 4.77912
H17 -1.64481 -0.39054 0.48791
H18 -5.25039 -2.74392 0.20681
C6 1.16414 -2.80792 -1.83706
C7 1.75018 -4.53070 5.10538
H19 -0.92096 -4.58736 -3.74872
H20 1.03664 4.25142 -1.96343
C8 -4.48735 -2.82145 -0.58837
C9 0.85908 1.39726 1.72985
C10 -3.37721 -1.73236 3.65081
C11 -3.71989 2.61950 -2.24633
C12 -2.67878 -1.51350 -1.75798
H21 -2.67364 2.68979 0.15956
H22 4.19768 4.19333 0.30208
C13 -3.48485 -0.21682 3.65340
H23 -4.02467 0.18771 2.79169
H24 -3.47510 4.88943 -0.69885
H25 -2.35832 -3.17494 2.69798
C14 4.35340 4.36438 -4.14879
H26 1.90245 -3.73949 5.84304
O3 -4.48336 3.08796 -3.35723
H27 2.77806 5.79362 -4.25048
C15 -5.80264 -4.45114 3.59321
C16 5.04511 -1.13149 -2.44518
H28 -1.22586 1.70912 1.25514
C17 -4.49301 4.49858 -0.78598
H29 -0.09015 -0.92291 0.59608
H30 6.18517 2.89101 2.12080
H31 3.31876 2.74472 0.86896
H32 4.48915 -3.14695 -2.08761
H33 -4.04370 0.15070 4.51774
H34 4.63074 4.57731 -5.18641
H35 6.19939 2.87380 -0.14115
C18 -0.35941 1.16649 0.86676
H36 0.15463 -4.78491 -0.28161
H37 -4.77694 -1.07163 -1.60938
H38 2.53662 -1.81477 0.88047
O4 3.55532 -2.88879 2.30933
H39 4.15531 6.39682 -3.39323
H40 0.02127 -3.68187 1.14922
H41 2.44214 -5.16513 3.18640
H42 5.34699 1.37249 -0.03976
H43 6.49135 -2.63383 -0.68431
H44 5.14880 -0.75426 -1.41608
N3 -3.65522 2.43260 0.17146
H45 -6.31232 -4.78567 -0.74569
H46 3.69634 3.02353 -0.82204
O5 5.68565 2.14395 1.78107
C19 0.77719 3.18947 -1.98158
H47 -0.50567 5.19127 -0.40052
H48 0.65783 0.85931 -0.96058
H49 -3.43480 -1.08204 0.94512
H50 1.66041 0.70997 1.44708
H51 -6.41144 -4.32764 2.68869
H52 1.70773 2.66418 -2.22214
N4 -0.75558 -0.24171 0.94548
C20 -5.44139 -4.76971 -1.41258
O6 3.74581 -0.88262 -2.91654
H53 1.89571 -2.97108 -4.41892
H54 5.81373 -0.58302 -3.01742
H55 -5.34950 -2.09921 4.46277
O7 -0.78484 5.91418 1.52188
H56 4.26382 -4.11401 5.20006
O8 -5.00181 -3.47530 -1.71630
H57 -3.71823 1.59994 -4.61516
N5 -2.67357 3.55710 3.56202
H58 -5.32071 -2.00728 2.71367
H59 -1.15415 -3.53752 -2.48888
H60 -5.62911 -5.52089 3.72130
C21 -1.23244 4.65974 1.98588
C22 3.38817 0.47622 -2.81274
H61 1.19187 2.42237 1.56150
H62 2.78130 -4.29045 -3.62866
H63 6.10458 3.54199 -3.86120
H64 -3.10247 3.04587 2.79754
C23 -0.14289 1.52453 -0.60036
H65 -2.49974 0.25310 3.66455
N6 -2.55099 -2.19657 2.52928
H66 2.41095 0.60660 -3.27171
H67 0.21089 6.73781 -0.06008
H68 -3.01442 3.19634 -4.80427
C24 1.79609 -3.95387 -3.95149
H69 -3.00244 5.50687 2.79900
C25 -3.96841 -1.44585 -0.96604
H70 2.53000 -2.21575 3.99465
C26 2.70178 -4.41185 3.93513
H71 -4.97039 4.95046 -1.65876
C27 5.39780 2.36993 0.40910
H72 -1.72277 -1.61173 2.45702
H73 5.05062 -3.88961 -4.13140
C28 6.55777 -3.00136 -1.71606
H74 0.62066 1.23743 2.77921
O9 0.40319 -2.77285 -0.64367
H75 -4.68843 2.86891 -5.35846
C29 0.81457 -3.92685 -2.79821
H76 1.59611 -3.97454 0.47919
H77 3.05849 5.25195 -2.61685
H78 6.64203 -4.08330 -1.61700
H79 -2.87665 -1.89083 -2.76138
H80 -3.65894 1.40580 0.14955
O10 -4.58946 -3.76644 3.51959
H81 -4.79135 -0.31612 0.50801
C30 2.55589 -3.06033 3.29300
H82 2.22226 -2.88324 -1.54995
H83 -3.69089 -3.41433 -0.10211
H84 4.69125 -4.32914 3.65499
C31 3.39163 -1.71021 1.56282
C32 0.01188 5.76002 0.38165
H85 -5.08895 4.79620 0.07415
H86 -0.58833 4.85328 4.60127
H87 -2.96017 -2.03494 4.62330
N7 -0.56103 -3.77334 -3.27246
C33 -4.39733 2.99628 -0.94975
H88 4.93640 -2.31324 -4.46322
H89 3.32732 0.80415 -1.76551
H90 -5.70919 -5.26211 -2.34743
H91 4.15339 1.08703 -3.30862
C34 3.56481 5.49349 -3.55114
H92 -5.39497 2.54850 -0.98217
H93 0.05590 3.07189 -2.80180
H94 -2.69897 3.03879 -2.30952
C35 0.53147 -3.88756 0.20970
H95 1.59803 -3.05584 2.74250
C36 -3.95692 2.67475 -4.57615
H96 3.74547 3.44996 -4.19808
H97 4.26383 -1.40675 0.98594
H98 -0.42683 3.96367 2.24729
H99 -3.61599 1.53174 -2.37207
H100 7.48908 -2.59331 -2.11268
N8 -3.85260 -0.53633 0.18406

As for the frontier orbital gap: 9.35 eV. As for the largest force on an atom: 0.0299 hartree/bohr.

=====

Record 2
Below is a structure of composition C4H6Cl3GeN2O3Pd, with properties calculated with ωB97M-V/def2-TZVPD.

Geometry (Å):
H1 1.44094 -1.67882 0.98965
Ge1 -2.44170 -1.76243 -0.82886
Pd1 -0.61248 0.57642 0.53402
N1 1.48426 0.22596 0.17716
H2 -0.49488 3.22539 -0.62605
Cl1 -4.59154 -1.51613 -0.60247
H3 0.36585 3.20314 0.77231
C1 1.98366 -0.73804 0.98675
C2 1.39412 2.41164 -0.82638
O1 0.36028 0.76592 2.68355
C3 1.19373 -0.07336 2.96276
H4 3.06172 -0.80159 1.10196
N2 0.15576 2.68424 -0.07267
O2 1.74867 -0.67821 3.81711
Cl2 -1.90756 -1.23426 1.43928
H5 2.00895 3.29959 -0.96599
C4 2.21534 1.35914 -0.09121
O3 3.37614 1.52804 0.21283
H6 1.11717 2.00419 -1.79919
Cl3 -1.98584 0.53676 -1.44177

As for the frontier orbital gap (spin up / spin down): 8.12 / 7.47 eV. As for the expectation value of S²: 3.76. As for the spin multiplicity: 4. As for the largest force on an atom: 0.0291 hartree/bohr.

=====

Record 3
Below is the molecule C5H8N2, with properties calculated with ωB97M-V/def2-TZVPD.

Geometry (Å):
H1 0.30140 -0.64017 2.39374
C1 1.70834 0.53234 -0.76139
H2 -2.28522 -2.06819 -0.56075
H3 1.32586 -0.18135 -1.50319
C2 0.58067 1.24629 -0.03412
H4 0.94269 1.99056 0.68040
C3 -1.25251 -0.04356 -0.41977
C4 -1.64009 -1.38066 -0.02680
H5 2.37936 -0.03048 -0.08808
H6 -0.54470 0.68538 -1.17874
C5 -0.31537 -0.65521 1.50430
N1 -1.12077 -1.69251 1.15135
N2 -0.31111 0.29780 0.58905
H7 2.31401 1.26780 -1.30111
H8 -2.08256 0.67196 -0.44489

As for the frontier orbital gap (spin up / spin down): 7.22 / 7.23 eV. As for the largest force on an atom: 0.0073 hartree/bohr.

=====

Record 4
Below is a structure of composition C38H51AuN8OSb3, with properties calculated with ωB97M-V/def2-TZVPD.

Geometry (Å):
C1 -2.16291 0.84308 3.04891
H1 -1.72385 4.16716 -0.45115
H2 -1.88228 4.90834 2.64999
H3 2.08979 2.88033 -4.40297
H4 -2.85346 4.00138 3.81461
C2 -5.38314 2.50966 1.48426
H5 -6.86967 1.55066 2.66114
C3 4.02391 1.46323 -2.34937
H6 6.06402 -3.80809 -1.54139
H7 3.71634 -1.47278 6.43814
H8 3.24234 -3.59309 5.21866
N1 -2.21707 -2.42026 -0.40571
H9 -3.92306 6.29514 2.02978
O1 1.29570 -3.94824 1.78278
H10 -5.81027 3.51748 1.52173
C4 5.77366 -0.48093 -0.78096
H11 1.92194 1.60092 2.74542
C5 4.99806 -3.61721 -1.64803
C6 2.09726 -2.62574 3.69209
C7 -1.16456 -5.36904 -1.33580
Sb1 4.42443 -2.07780 -0.32061
H12 3.98086 2.50300 -2.67430
N2 -1.07244 0.47999 3.64811
C8 -2.27890 -4.44457 -1.77723
N3 2.02332 -5.07447 3.52663
H13 -2.51664 -4.54386 -2.83378
H14 2.38294 1.50998 -5.49653
C9 -2.89065 4.55453 2.87378
C10 6.49903 0.27368 -4.94479
N4 -1.90923 1.68001 1.97543
C11 2.59366 -0.27152 5.06187
C12 1.80328 1.85744 -4.64327
H15 0.00146 -3.02386 -2.66909
H16 -4.91804 5.33579 3.13950
C13 2.86116 -2.64700 4.85930
H17 1.30635 -7.30817 -2.59992
H18 8.01508 -1.23392 -4.75432
H19 2.26922 -6.87486 -0.37107
H20 -5.50774 2.09298 3.62623
H21 1.34769 2.77126 -1.57787
H22 -2.79767 2.99460 -1.23946
C14 0.98250 1.73920 -1.56251
C15 1.83097 -3.90432 3.03038
H23 -5.60720 2.06400 0.51649
N5 1.58244 -5.98402 2.58313
C16 -0.67906 -5.22912 -0.03515
H24 6.71810 0.48572 -5.98258
H25 5.17882 -1.92067 2.25728
C17 5.49801 0.97119 -4.29057
N6 -0.08183 1.10123 2.96125
C18 1.18361 -5.30589 1.57179
H26 0.74843 1.82858 -4.91339
C19 -0.56771 1.81302 1.97594
C20 1.81864 -0.25416 3.90376
C21 5.95037 -0.21590 -2.24871
C22 5.15464 -2.74588 1.54826
H27 4.52834 -3.54511 1.94073
C23 -2.75810 3.83433 -0.54016
H28 -4.74028 4.62797 -1.03967
H29 2.77314 0.64347 5.61400
C24 0.58074 -5.72359 0.29594
H30 -5.37134 0.64207 2.60057
C25 3.12288 -1.46413 5.53488
Sb2 2.15394 0.56568 -2.97205
Au1 1.91318 -1.69926 -0.57307
H31 7.55718 -1.62848 -2.37322
H32 6.16554 -3.12054 1.39451
H33 -3.66926 5.81329 -0.26628
H34 -3.18612 -4.53559 -1.18480
H35 0.98196 -1.43854 2.31073
C26 1.30065 -6.46579 -0.63639
C27 -5.78348 1.64777 2.67006
C28 7.22556 -0.68560 -4.25886
H36 4.78090 -3.31825 -2.67099
N7 -0.21474 -1.65911 -1.02358
C29 -3.90838 5.69404 2.93706
C30 -3.70745 4.96506 -0.94805
Sb3 -3.32893 3.12104 1.37257
H37 -1.28651 -0.90646 0.68820
C31 1.29893 1.09147 3.48297
N8 -1.77827 -3.08368 -1.50443
H38 -1.23186 -4.64241 0.69021
C32 5.19137 0.73511 -2.95056
H39 -0.81926 -6.25234 -3.26227
H40 0.01715 2.39826 1.28236
H41 5.41672 0.39454 -0.23959
C33 1.58528 -1.43145 3.21398
H42 4.03338 1.45275 -1.25832
H43 4.43678 -4.52016 -1.39919
H44 -0.07541 1.71339 -1.83402
C34 -0.58634 -2.62610 -1.85721
C35 0.76216 -6.70404 -1.88671
H45 1.10772 1.32385 -0.55946
H46 -3.39895 5.32542 -1.92918
H47 4.94315 1.73246 -4.82814
H48 -3.14739 0.51468 3.34481
C36 -0.44703 -6.12468 -2.25265
H49 6.71382 -0.78581 -0.32045
H50 1.25011 1.72382 4.37003
H51 -3.63574 6.35531 3.75911
C37 -1.25635 -1.58240 -0.14981
C38 6.95268 -0.91448 -2.92182

As for the frontier orbital gap: 5.56 eV. As for the largest force on an atom: 0.0109 hartree/bohr. As for the net charge: +3.

=====

Record 5
Below is the molecule C2H4N2O, with properties calculated with ωB97M-V/def2-TZVPD.

Geometry (Å):
H1 0.35656 -0.82545 -2.15948
N1 -0.74462 0.53611 1.59261
C1 0.39543 -0.71333 -1.06845
H2 1.42462 -0.69630 -0.74969
N2 -1.01527 0.20949 2.63468
O1 -0.44947 0.38457 -0.71853
H3 0.42190 1.71729 0.60001
C2 -0.25184 0.93459 0.49995
H4 -0.13731 -1.54698 -0.63110

As for the frontier orbital gap: 8.90 eV. As for the largest force on an atom: 0.0351 hartree/bohr.

=====

Record 6
Below is a structure of composition C5H9NO, with properties calculated with ωB97M-V/def2-TZVPD.

Geometry (Å):
H1 1.01574 -1.52084 1.06302
C1 2.16092 0.98377 0.21581
H2 0.45981 -0.01974 -2.05323
C2 0.40550 -0.62286 1.14424
H3 -1.66874 -0.18752 0.82936
H4 0.38675 -0.23699 2.16004
N1 3.13128 1.56089 0.46614
C3 0.83590 0.38584 0.08809
O1 -2.27816 0.87157 -0.90081
C4 0.31635 -0.48093 -1.03842
H5 -1.43251 0.51423 -1.21672
C5 -0.89727 -0.87163 0.42937
H6 0.80827 -1.45214 -1.13307
H7 -2.07596 1.73581 -0.53184
H8 -1.36166 -1.85954 0.40620
H9 0.13900 1.23595 0.11261

As for the frontier orbital gap: 11.20 eV. As for the largest force on an atom: 0.0307 hartree/bohr.